1.
The following is a DFT calculation (ωB97M-V/def2-TZVPD) of a single C6H11N3 molecule.

Last column: Mulliken charge in e.
CARTESIAN COORDINATES (ANGSTROEM)
C1 1.046 0.651 -0.134  0.6608
C2 1.000 -0.838 -0.377  -1.0921
C3 -1.582 -1.145 0.045  -0.3104
C4 -1.385 0.153 0.699  0.1349
C5 -0.645 0.488 1.856  -0.5843
C6 -0.270 1.027 0.521  -0.4109
H1 1.197 2.142 -1.833  0.1874
H2 1.830 0.442 -2.139  0.1733
H3 1.812 1.244 0.344  0.2320
H4 2.080 -1.196 -0.696  0.3819
H5 0.557 -1.197 0.576  0.3151
H6 0.380 -1.907 -2.076  0.2838
H7 -2.261 -1.885 0.799  0.2135
H8 -2.366 0.668 0.969  0.3482
H9 -1.093 1.256 2.618  0.2580
H10 0.030 -0.204 2.496  0.1891
H11 -0.487 2.135 0.278  0.2530
N1 1.176 1.144 -1.650  -0.6123
N2 0.022 -1.147 -1.471  -0.0566
N3 -1.040 -1.831 -0.824  -0.5646

The gap between HOMO and LUMO comes out at 9.15 eV. The SMILES is N[C@@H]1CNN=C[C@H]2C[C@@H]12. Its spin multiplicity is 1.

2.
The following is a DFT calculation (ωB97M-V/def2-TZVPD) of C34H48ClKN4OS4Si as an isolated structure.

Last column: Mulliken charge in e.
CARTESIAN COORDINATES (ANGSTROEM)
K1 -0.086 0.123 0.217  1.4013
C1 2.421 -2.009 3.237  -0.8640
C2 1.820 -3.235 2.549  -1.1368
S1 0.454 -2.673 1.486  0.2805
C3 0.037 -4.178 0.547  -0.9304
C4 -1.412 -4.569 0.799  -0.8717
S2 -2.541 -3.180 0.420  -0.0050
C5 -3.512 -3.080 1.958  -1.0122
C6 -2.746 -2.683 3.208  -0.4145
S3 -2.270 -0.924 3.181  0.1330
C7 -1.301 -0.863 4.719  -0.5935
C8 0.040 -1.582 4.671  -0.7778
S4 1.227 -0.688 3.614  0.1508
H1 3.121 -1.509 2.567  0.1831
H2 2.948 -2.290 4.149  0.4701
H3 1.434 -3.952 3.275  0.4979
H4 2.574 -3.729 1.936  0.5912
H5 0.711 -4.986 0.832  0.5254
H6 0.185 -3.950 -0.509  0.1822
H7 -1.563 -4.836 1.844  0.3616
H8 -1.696 -5.418 0.175  0.5227
H9 -3.995 -4.046 2.110  0.4541
H10 -4.285 -2.343 1.734  0.4476
H11 -1.840 -3.280 3.316  0.0135
H12 -3.383 -2.842 4.081  0.4851
H13 -1.918 -1.286 5.513  0.6488
H14 -1.164 0.202 4.917  -0.0116
H15 -0.076 -2.585 4.260  0.1495
H16 0.454 -1.656 5.678  0.5074
C9 5.095 0.506 -0.681  -1.2488
Si1 3.212 0.428 -0.970  -0.3497
C10 2.889 1.082 -2.735  -0.6801
C11 2.836 -1.434 -1.036  -0.3536
N1 2.160 1.105 0.160  0.1835
C12 2.078 2.411 0.504  0.3634
C13 3.015 3.410 0.136  -0.3419
C14 2.866 4.744 0.460  -1.0680
C15 1.753 5.178 1.168  -0.9838
C16 0.815 4.234 1.562  -0.2995
C17 0.988 2.889 1.279  -0.1925
O1 0.004 1.956 1.682  1.2465
C18 -0.670 2.254 2.839  -0.2848
C19 -2.056 2.183 2.827  -0.7934
C20 -2.780 2.482 3.973  -0.2738
C21 -2.128 2.857 5.137  -0.7355
C22 -0.739 2.914 5.151  -0.7970
C23 -0.010 2.610 4.014  0.2256
H17 5.651 -0.053 -1.437  0.3409
H18 5.334 0.076 0.297  0.2793
H19 5.470 1.531 -0.681  0.3658
H20 3.514 0.605 -3.496  0.2543
H21 3.069 2.159 -2.783  0.5482
H22 1.837 0.920 -2.994  -0.0747
H23 3.459 -1.927 -1.790  0.4397
H24 1.790 -1.637 -1.281  -0.2288
H25 3.052 -1.906 -0.075  -0.0244
H26 3.881 3.092 -0.433  0.1766
H27 3.623 5.457 0.154  0.3854
H28 1.610 6.222 1.411  0.4190
H29 -0.067 4.548 2.108  0.4429
H30 -2.553 1.888 1.912  0.3599
H31 -3.861 2.417 3.952  0.4171
H32 -2.693 3.112 6.024  0.3637
H33 -0.218 3.193 6.058  0.3954
H34 1.072 2.649 4.019  0.3651
N2 -0.790 -0.862 -2.066  -0.1602
C24 -0.479 -1.320 -3.083  0.0727
N3 -0.125 -1.837 -4.241  -0.0674
C25 1.277 -1.760 -4.667  0.1147
C26 1.425 -0.843 -5.898  -0.6645
C27 0.228 0.104 -5.986  -0.6157
C28 -1.057 -0.694 -6.236  -0.6253
C29 -1.104 -1.939 -5.320  -0.7937
H35 1.625 -2.771 -4.892  0.2830
H36 1.862 -1.381 -3.831  -0.4730
H37 1.479 -1.440 -6.812  0.3635
H38 2.353 -0.277 -5.817  0.4191
H39 0.374 0.838 -6.778  0.4563
H40 0.142 0.658 -5.047  0.1743
H41 -1.090 -1.014 -7.278  0.3506
H42 -1.927 -0.061 -6.056  0.3522
H43 -0.863 -2.842 -5.886  0.3503
H44 -2.090 -2.073 -4.881  0.3785
Cl1 -5.511 0.395 -2.868  -0.2512
C30 -4.289 1.348 -2.097  0.1049
C31 -4.158 2.694 -2.396  -0.2825
C32 -3.151 3.407 -1.766  -1.0163
C33 -2.324 2.744 -0.871  0.0204
N4 -2.462 1.452 -0.585  0.2168
C34 -3.426 0.764 -1.183  -0.6137
H45 -4.825 3.165 -3.106  0.4441
H46 -3.014 4.460 -1.969  0.4604
H47 -1.516 3.264 -0.364  0.3211
H48 -3.502 -0.290 -0.937  0.4500

The gap between HOMO and LUMO comes out at 6.15 eV. Its spin multiplicity is 1.

3.
The following is a DFT calculation (ωB97M-V/def2-TZVPD) of a 4-piece molecular cluster, C2H14N2O3 overall.

Last column: Mulliken charge in e.
CARTESIAN COORDINATES (ANGSTROEM)
N1 0.620 2.786 -1.813  -0.5647
C1 0.110 1.457 -1.658  -0.4240
C2 0.834 0.697 -0.516  -0.2286
N2 0.206 -0.652 -0.432  -0.5503
H1 -0.145 3.441 -1.926  0.2393
H2 1.067 3.155 -0.954  0.2627
H3 0.292 0.850 -2.553  0.2056
H4 -1.011 1.294 -1.590  0.2379
H5 1.927 0.792 -0.773  0.3333
H6 0.745 1.254 0.472  0.0944
H7 0.574 -1.296 0.307  0.3023
H8 -0.703 -0.475 0.063  0.1922
H9 1.154 -4.262 -0.340  0.3072
H10 0.469 -3.483 -1.345  0.3229
O1 0.368 -4.326 -0.873  -0.6508
H11 -2.526 -0.482 1.968  0.3205
H12 -2.339 -1.935 1.742  0.2767
O2 -1.821 -1.077 1.658  -0.6640
H13 0.711 0.952 3.218  0.3195
H14 -0.303 0.358 2.245  0.3183
O3 -0.228 0.950 3.101  -0.6505

The gap between HOMO and LUMO comes out at 9.66 eV. The SMILES is NCCN.O.O.O. Its spin multiplicity is 1.

4.
The following is a DFT calculation (ωB97M-V/def2-TZVPD) of a 3-piece molecular cluster, C4H8O2S2 overall.

Last column: Mulliken charge in e.
CARTESIAN COORDINATES (ANGSTROEM)
C1 0.806 2.061 -0.115  -0.3521
C2 0.156 -0.376 -1.809  0.1381
O1 0.873 0.363 -2.496  -0.5306
O2 -1.058 -0.086 -1.603  -0.7227
C3 1.698 1.170 0.380  -0.1922
S1 0.820 -2.259 1.291  -0.0167
S2 -0.457 -1.023 2.134  0.2169
C4 -1.848 -1.116 0.935  -0.3953
H1 0.160 1.698 -0.918  0.2866
H2 0.435 2.954 0.384  0.2685
H3 0.544 -1.344 -1.427  0.3190
H4 2.711 1.309 0.739  0.3091
H5 1.329 0.140 0.390  -0.1782
H6 -1.439 -0.714 -0.015  0.1773
H7 -2.011 -2.190 0.830  0.3347
H8 -2.720 -0.586 1.300  0.3376

The gap between HOMO and LUMO comes out at 4.38 eV. Its spin multiplicity is 1.

5.
The following is a DFT calculation (ωB97M-V/def2-TZVPD) of a 2-piece molecular cluster, C7H19N3 overall.

Last column: Mulliken charge in e.
CARTESIAN COORDINATES (ANGSTROEM)
C1 -2.565 0.017 0.399  0.3514
C2 -3.865 0.003 -0.200  -1.1218
C3 2.546 0.243 1.341  -0.9610
C4 0.093 -2.028 0.648  -1.4314
C5 0.779 2.645 -0.392  -0.8530
C6 2.282 -0.342 -0.094  -0.6384
C7 -0.231 -0.586 0.318  -0.1366
N1 -1.470 -0.359 -0.227  -0.0866
N2 0.697 -0.258 -1.926  -0.7750
N3 0.978 -0.023 -0.578  0.5522
H1 -2.533 0.553 1.429  0.3957
H2 -4.313 -0.843 0.232  0.3671
H3 -4.476 1.016 0.095  0.3676
H4 -3.871 -0.132 -1.294  0.3289
H5 1.750 -0.140 2.033  0.2803
H6 3.450 -0.139 1.676  0.4202
H7 2.571 1.300 1.195  0.3047
H8 -0.742 -2.567 1.102  0.4051
H9 0.886 -1.986 1.337  0.4174
H10 0.573 -2.440 -0.239  0.4261
H11 1.797 2.686 -0.901  0.3200
H12 -0.028 2.812 -1.072  0.3643
H13 0.697 2.607 0.605  0.4569
H14 2.365 -1.360 0.015  0.4069
H15 3.010 -0.039 -0.719  0.5633
H16 -0.080 0.077 1.245  0.3375
H17 1.460 0.046 -2.638  0.3460
H18 -1.640 -0.893 -1.162  0.4117
H19 -0.120 0.130 -2.227  0.1803

The gap between HOMO and LUMO (spin up / spin down) comes out at 6.76 / 8.98 eV. The net charge is +2. Its spin multiplicity is 1.

6.
The following is a DFT calculation (ωB97M-V/def2-TZVPD) of a single C4H5FO2 molecule.

Last column: Mulliken charge in e.
CARTESIAN COORDINATES (ANGSTROEM)
C1 1.328 -0.106 0.127  -0.7371
C2 1.144 1.206 0.003  0.2406
C3 0.081 -1.004 0.228  -0.4027
C4 -1.207 -0.263 -0.030  0.5970
O1 -0.021 1.812 -0.103  -0.6567
O2 -1.907 -0.304 -1.086  -0.3814
F1 -1.822 -0.037 1.149  -0.2048
H1 2.372 -0.436 0.161  0.3297
H2 2.103 1.900 -0.066  0.2253
H3 0.318 -1.769 -0.551  0.2672
H4 0.144 -1.457 1.199  0.3142
H5 -2.532 0.459 -1.030  0.4088

The gap between HOMO and LUMO (spin up / spin down) comes out at 7.20 / 7.21 eV. Its spin multiplicity is 1.

no.,F_max (eV/A)
1,7.2
2,1.5
3,3.5
4,2.1
5,5.7
6,4.7